[1]
{"formula": "C3H5F2N", "method": "wB97M-V/def2-TZVPD", "gap_ev": 9.9, "lumo_energy_ev": 0.040, "homo_energy_ha": -0.364, "e_above_lowest_kcal_mol": 65.0, "elements": ["H", "H", "F", "F", "C", "H", "C", "H", "N", "H", "C"], "xyz": [[0.01, 0.74, 1.25], [-1.08, -1.26, 0.70], [3.71, -0.31, -1.28], [2.55, 0.42, 0.29], [3.14, -0.63, -0.14], [-2.87, -0.75, 0.28], [-0.50, 1.16, 0.37], [-0.13, 2.17, 0.02], [-1.36, 0.56, -0.40], [-1.73, -1.28, -1.02], [-1.73, -0.81, -0.06]], "lowdin_charge": [0.0604, 0.0685, 0.0364, 0.0698, -0.1047, 0.1192, -0.0961, 0.0741, -0.1108, 0.0468, -0.1637]}

---

[2]
{"formula": "C20H31AuN2O2Sb", "method": "wB97M-V/def2-TZVPD", "gap_ev": [6.7, 7.0], "charge": -1, "spin_multiplicity": 3, "lumo_energy_ev": [3.118, 2.982], "homo_energy_ha": [-0.131, -0.146], "elements": ["N", "H", "H", "C", "Au", "O", "C", "H", "H", "C", "Sb", "H", "H", "C", "C", "H", "C", "O", "C", "C", "H", "C", "H", "H", "H", "C", "H", "H", "C", "C", "H", "H", "C", "H", "H", "H", "C", "H", "H", "H", "H", "H", "H", "C", "H", "H", "C", "H", "N", "H", "C", "H", "C", "H", "H", "C", "C"], "xyz": [[1.08, -1.61, -0.80], [-0.23, 3.70, 2.04], [-0.08, -3.98, -0.04], [-0.30, -1.13, -3.41], [0.65, 0.46, -0.94], [1.06, 0.04, 1.21], [-1.39, 3.97, -0.40], [0.07, -4.65, -1.68], [5.29, -1.64, 5.23], [-2.99, 0.52, -1.75], [-2.32, 0.01, 0.25], [5.15, -3.33, 3.43], [0.90, 5.18, -1.18], [-4.35, 0.34, 1.06], [4.48, -2.49, 3.43], [-0.54, 2.07, 1.42], [-2.76, -2.10, -0.06], [0.09, 0.04, -3.06], [0.10, 2.94, 1.33], [2.77, -0.31, 3.41], [3.50, -3.07, 1.62], [0.04, 3.48, -0.10], [-1.50, -0.22, -4.95], [1.11, 2.64, 1.57], [3.76, 0.30, 5.21], [3.56, -2.35, 2.41], [0.48, 2.86, -2.12], [-5.12, -0.04, 0.40], [1.00, 4.69, -0.21], [1.77, -1.04, 1.25], [-4.45, -0.13, 2.03], [-2.11, 0.70, -2.35], [2.69, -1.25, 2.38], [-4.50, 1.41, 1.19], [-3.71, -2.21, -0.57], [1.51, -4.27, -0.71], [4.56, -1.54, 4.44], [-0.35, -1.43, -5.53], [-1.73, 4.69, 0.34], [-3.56, -0.29, -2.18], [-3.60, 1.42, -1.73], [0.77, 5.42, 0.57], [-0.56, -3.19, -3.20], [-0.13, -2.32, -2.74], [-2.07, 3.11, -0.40], [2.10, 0.53, 3.38], [0.52, -2.55, -1.50], [-1.97, -2.53, -0.67], [1.75, -1.96, 0.34], [-1.82, -1.96, -4.71], [-1.05, -1.19, -4.73], [2.03, 4.37, -0.09], [0.50, -3.96, -0.96], [-2.79, -2.61, 0.90], [-1.44, 4.44, -1.38], [0.42, 2.45, -1.12], [3.70, -0.45, 4.42]], "lowdin_spin": [0.0195, 0.0001, 0.0008, 0.0205, 0.5806, 0.1279, 0.0443, 0.0002, 0.0000, 0.0041, 0.0138, 0.0001, 0.0008, 0.0064, 0.0002, 0.0005, 0.0015, 0.1405, 0.0076, 0.0014, 0.0001, 0.1055, 0.0001, 0.0017, 0.0000, 0.0015, 0.0581, 0.0006, 0.0357, 0.0167, 0.0001, 0.0036, 0.0058, 0.0001, 0.0001, 0.0003, 0.0005, 0.0000, 0.0076, 0.0002, 0.0001, 0.0053, -0.0003, 0.0016, 0.0032, 0.0007, 0.0156, 0.0001, 0.0034, 0.0025, 0.0112, 0.0052, 0.0033, 0.0000, 0.0015, 0.7375, 0.0000]}

---

[3]
{"formula": "C26H48InN2O2", "method": "wB97M-V/def2-TZVPD", "gap_ev": [6.5, 6.5], "charge": -1, "spin_multiplicity": 3, "lumo_energy_ev": [2.301, 2.251], "homo_energy_ha": [-0.155, -0.155], "elements": ["H", "H", "C", "H", "C", "H", "C", "C", "C", "H", "H", "C", "H", "C", "C", "H", "H", "H", "C", "H", "H", "H", "H", "H", "H", "O", "H", "In", "H", "C", "C", "H", "C", "C", "H", "H", "H", "H", "H", "H", "N", "H", "H", "C", "C", "H", "H", "C", "H", "H", "C", "H", "C", "C", "H", "C", "H", "H", "H", "H", "N", "H", "C", "H", "C", "C", "H", "H", "H", "C", "H", "H", "O", "C", "H", "H", "C", "H", "H"], "xyz": [[0.68, 5.41, 2.68], [-4.74, 2.50, -4.62], [1.85, -4.46, 0.37], [-2.85, 4.53, -5.03], [3.80, 0.88, 0.79], [1.25, 2.75, 4.97], [-1.85, 2.79, -4.15], [1.74, -1.51, 2.84], [-0.40, 2.74, -4.64], [0.65, 2.83, -0.21], [3.48, -3.35, 3.88], [3.36, -3.33, 2.79], [2.73, 4.13, 2.69], [0.64, 4.40, 2.28], [1.54, 2.30, 0.09], [-2.61, 0.18, -1.02], [-3.51, 0.01, -3.31], [2.56, -2.42, 0.44], [-4.02, 0.98, -3.23], [2.39, -6.81, 2.47], [-1.37, 4.92, -4.16], [-2.76, 2.50, -6.07], [-0.56, -5.79, 4.19], [4.68, 0.35, 1.11], [-0.05, 1.72, -4.80], [-0.25, -3.30, 3.10], [1.66, -4.47, -0.71], [-0.17, 3.14, 3.96], [0.82, -2.59, 0.59], [-2.25, 4.28, -4.15], [-3.11, 1.14, -0.90], [-5.04, 2.81, -1.41], [-4.10, 1.61, -4.62], [-4.14, 3.11, -1.93], [-4.46, 3.65, -2.82], [-4.56, 0.91, -5.32], [1.81, -1.44, 3.93], [0.93, -6.38, 0.76], [-0.18, -5.02, 0.72], [2.39, 4.88, 1.12], [-1.93, 2.23, -2.77], [-2.17, 1.02, -5.34], [-0.04, 4.46, 1.43], [1.86, 1.13, -0.59], [0.83, -5.26, 2.60], [1.63, -6.69, 4.06], [2.85, -4.88, 0.50], [3.46, 2.04, 1.46], [-0.45, -6.96, 2.87], [-1.37, 4.12, 4.86], [2.08, 4.09, 1.82], [2.81, -5.51, 3.58], [-2.70, 1.96, -5.12], [0.81, -5.33, 1.07], [-1.35, -5.46, 2.64], [-0.46, -5.90, 3.11], [-2.54, 1.74, -0.20], [3.70, -4.28, 2.39], [-2.81, 4.59, -3.27], [-0.97, 1.73, 3.24], [0.92, -3.85, 3.07], [-4.09, 0.95, -0.47], [2.33, 2.79, 1.12], [-0.34, 3.27, -5.59], [3.01, 0.42, -0.25], [1.98, -6.11, 3.20], [3.33, -0.48, -0.76], [0.27, 3.22, -3.93], [4.04, -2.57, 2.40], [1.92, -2.95, 2.41], [2.51, -0.87, 2.42], [0.79, -1.08, 2.53], [-1.10, 1.25, -2.60], [1.78, -3.03, 0.89], [4.10, 2.39, 2.26], [-5.02, 0.78, -2.85], [-3.28, 1.87, -2.23], [-3.60, 3.80, -1.28], [1.24, 0.76, -1.39]], "lowdin_spin": [0.0000, 0.0003, 0.0008, -0.0002, 0.0000, 0.0000, 0.0263, -0.0007, -0.0012, -0.0001, 0.0013, 0.0021, 0.0000, 0.0000, 0.0000, -0.0005, 0.0024, 0.0014, 0.0155, -0.0002, 0.0000, 0.0016, 0.0001, 0.0000, -0.0003, 0.5440, 0.0008, 0.0000, 0.0022, 0.0029, -0.0008, -0.0005, 0.0008, 0.0021, 0.0000, 0.0007, 0.0003, 0.0015, 0.0021, 0.0000, 0.3691, 0.0020, 0.0000, 0.0008, 0.0259, 0.0001, 0.0002, 0.0000, -0.0003, 0.0000, 0.0000, 0.0009, 0.0163, 0.0157, -0.0003, -0.0013, 0.0002, 0.0000, 0.0009, 0.0000, 0.3612, -0.0004, 0.0000, -0.0003, 0.0001, 0.0029, 0.0001, 0.0002, -0.0004, 0.0258, -0.0003, -0.0005, 0.5330, 0.0152, 0.0000, 0.0015, 0.0260, 0.0011, 0.0003]}

---

[4]
{"formula": "C35H36CaN4O2Si", "method": "wB97M-V/def2-TZVPD", "gap_ev": 5.4, "charge": -2, "lumo_energy_ev": 4.255, "homo_energy_ha": -0.044, "e_above_lowest_kcal_mol": 28.8, "elements": ["C", "C", "H", "H", "H", "H", "H", "C", "C", "H", "H", "C", "C", "H", "H", "H", "C", "C", "H", "N", "C", "H", "C", "C", "H", "C", "H", "C", "H", "H", "C", "H", "H", "C", "H", "H", "H", "N", "H", "C", "C", "C", "H", "C", "H", "H", "Ca", "H", "N", "H", "N", "O", "C", "H", "C", "H", "C", "C", "C", "C", "C", "H", "Si", "C", "O", "H", "C", "C", "C", "H", "C", "C", "H", "H", "H", "C", "C", "H", "C"], "xyz": [[3.64, -4.81, 1.87], [-1.56, -0.54, 2.82], [-1.67, -1.73, -2.03], [-2.85, -2.51, 0.70], [-1.05, -6.28, -0.32], [-5.37, 2.39, -1.48], [1.31, -5.60, -0.47], [-1.76, 1.28, 1.29], [-6.09, -0.02, -0.32], [3.64, -2.98, 2.99], [-0.58, -2.85, -2.86], [-3.38, 0.39, -5.51], [-1.22, -5.63, -1.18], [4.54, -5.20, 2.32], [-4.31, 0.94, -5.48], [5.08, -0.93, -2.71], [3.25, -0.77, -1.61], [-4.90, 0.28, -1.24], [-1.12, -1.52, 3.04], [2.16, -0.11, -1.23], [1.82, 1.12, -2.00], [-3.85, -0.74, -2.85], [4.20, -0.33, -2.50], [-3.25, -0.71, -6.35], [-2.43, 1.61, -4.00], [-2.52, -0.04, 3.67], [-7.00, -0.20, -0.91], [-2.33, 0.76, -4.68], [-3.32, 1.90, 4.31], [-1.95, -2.29, -7.00], [-2.73, -3.56, 0.43], [-0.46, -5.85, -1.94], [3.39, -1.72, -1.10], [-1.01, -1.05, -5.53], [4.98, 1.53, -3.34], [-4.07, -1.01, -6.98], [3.31, -6.50, 0.58], [0.17, -3.19, 0.08], [-3.65, -3.90, -0.07], [-0.78, 2.23, 0.49], [-2.82, 1.36, 3.51], [1.26, -3.76, 0.65], [-2.51, 3.11, 2.33], [-2.82, 0.88, 0.32], [-4.39, 1.71, -2.78], [-2.62, -4.13, 1.36], [0.22, -0.73, -0.05], [-2.20, -5.87, -1.60], [-0.03, 1.56, -0.45], [-2.33, -3.14, -2.82], [-1.05, 0.07, 1.75], [1.44, 3.29, -0.99], [-1.48, -2.79, -2.23], [-5.56, -1.16, -2.71], [-2.06, -1.43, -6.35], [3.00, 2.86, -2.75], [3.13, -3.57, 2.24], [-2.40, 2.04, 2.43], [-1.13, 0.05, -4.68], [1.04, 2.14, -1.07], [1.98, -3.06, 1.66], [-5.89, -0.90, 0.29], [-1.22, -3.80, -0.67], [-3.72, 0.56, -0.41], [-0.79, 3.42, 0.74], [-2.84, -0.60, 4.54], [-5.22, 1.51, -2.10], [-0.08, 0.42, -3.78], [4.12, 1.05, -2.88], [-4.38, -1.81, -1.55], [1.80, -5.02, 0.30], [3.04, 1.79, -2.59], [-6.27, 0.82, 0.36], [-0.09, -1.62, -5.52], [-6.12, 1.33, -2.70], [2.94, -5.53, 0.90], [-4.66, -0.93, -2.14], [1.60, -2.11, 2.01], [0.82, 0.74, -3.04]], "lowdin_charge": [-0.1551, -0.2641, 0.0074, 0.0115, 0.0192, 0.0859, 0.0725, -0.4277, -0.0589, 0.0910, 0.0318, -0.1058, -0.2009, 0.0742, 0.0957, 0.0523, -0.2507, -0.6098, 0.0914, -0.1070, -0.4176, 0.0605, -0.1625, -0.1140, 0.1121, -0.1603, 0.0738, -0.0481, 0.0798, 0.0929, -0.1826, 0.0157, 0.0925, -0.0451, 0.0806, 0.0887, 0.0846, -0.1824, 0.0151, -0.4501, -0.1580, -0.4029, 0.0885, 0.0859, 0.0608, 0.0224, 1.3506, 0.0153, -0.0032, 0.0295, -0.1102, 0.0509, -0.1840, 0.0829, -0.1013, 0.0883, -0.1275, -0.0624, -0.2419, -0.4511, -0.0709, 0.0839, 0.3198, 0.0258, 0.0494, 0.0525, -0.0516, 0.0293, -0.1603, 0.0704, -0.0606, -0.0682, 0.0840, 0.1148, 0.0773, -0.1368, -0.0511, 0.0861, 0.0871]}